{"formula": "CH4O2S", "method": "ωB97M-V/def2-TZVPD", "relative_energy_kcal_mol": 79.9, "gap_ev": [6.22, 7.23], "spin_multiplicity": 3, "lumo_ev": [0.9, -2.5], "elements": ["C", "O", "O", "S", "H", "H", "H", "H"], "coordinates": [[-0.97076, 0.47725, -0.08796], [2.43859, -0.79524, 0.25935], [1.80932, 0.25622, -0.53463], [0.68012, 1.17247, 0.15703], [-1.70447, 1.37668, 0.10690], [-1.32642, -0.31795, 0.63808], [-1.06351, 0.24169, -1.19460], [3.39226, -0.56691, 0.39858]], "forces_ev_per_a": [[-2.0, 1.9, -0.1], [3.2, -3.8, 2.5], [0.1, 1.4, -3.1], [-2.5, 1.7, 1.2], [1.2, -1.7, -0.4], [1.0, 0.6, -1.1], [0.1, -0.3, 1.5], [-1.0, 0.2, -0.4]]}

---

{"formula": "CH4O3P4", "method": "ωB97M-V/def2-TZVPD", "smiles": "[O-]P12([O-])C[P@]1(=P#[PH2])O2", "relative_energy_kcal_mol": 0.0, "gap_ev": 6.36, "lumo_ev": 6.9, "total_charge": -2, "elements": ["O", "P", "O", "C", "P", "P", "P", "O", "H", "H", "H", "H"], "coordinates": [[2.69710, 0.40446, -1.48674], [2.46107, 0.28346, -0.03759], [3.54317, 0.20638, 0.94343], [0.91461, 1.09981, 0.42581], [0.08528, -0.51231, 0.79755], [-1.43479, -0.52237, -0.87283], [-3.20628, -1.14699, 0.18873], [1.48604, -1.19753, 0.23488], [0.34125, 1.47818, -0.51463], [0.77236, 1.79880, 1.25504], [-4.04746, -0.18534, 0.02830], [-3.61236, -1.70654, -0.96196]], "forces_ev_per_a": [[0.5, 0.4, -0.9], [-2.3, -2.3, -0.3], [1.3, 0.5, 1.2], [-1.8, 1.5, -1.2], [-0.9, -0.2, -0.5], [1.1, 0.3, 0.5], [3.0, -2.5, 1.8], [0.9, 0.5, -0.4], [1.3, -0.3, 1.6], [0.5, 0.1, -0.2], [-2.5, 3.1, -0.3], [-1.2, -1.2, -1.4]]}

---

{"formula": "CH4O3Si", "method": "ωB97M-V/def2-TZVPD", "gap_ev": [9.92, 9.18], "spin_multiplicity": 3, "lumo_ev": [0.0, -0.1], "elements": ["C", "O", "O", "O", "Si", "H", "H", "H", "H"], "coordinates": [[-1.60780, 0.51247, 0.02408], [2.29261, -0.02056, 0.03592], [3.91085, 0.89952, 0.20160], [-0.62908, -0.49733, -0.07444], [0.94643, -0.84600, -0.03420], [-2.58697, 0.08918, -0.20278], [-1.35647, 1.40302, -0.63049], [-1.84758, 0.65189, 1.09882], [0.87801, -2.19218, -0.41851]], "forces_ev_per_a": [[-0.7, 0.4, 0.6], [-4.7, -2.4, 0.0], [2.0, 1.1, 0.2], [0.7, -0.3, 0.0], [1.7, 2.6, -0.4], [0.2, -0.2, -1.1], [-0.4, -0.9, 1.2], [1.0, 1.0, -0.4], [0.2, -1.4, -0.1]]}

---

{"formula": "CH4O4", "method": "ωB97M-V/def2-TZVPD", "relative_energy_kcal_mol": 126.5, "gap_ev": [9.30, 7.61], "spin_multiplicity": 3, "lumo_ev": [-1.5, -2.6], "elements": ["O", "O", "H", "C", "O", "H", "H", "H", "O"], "coordinates": [[-1.75387, 1.25789, -0.39803], [-1.14837, 1.81152, 0.50902], [0.11394, -0.34030, 0.14817], [1.00182, -0.24170, -0.50856], [1.95377, -1.12734, -0.75165], [0.61226, -0.10894, -1.50175], [1.57477, 0.56235, -0.06943], [-0.76499, -1.14844, 1.15604], [-1.58933, -0.66503, 1.41620]], "forces_ev_per_a": [[0.9, 1.0, 1.4], [-1.0, -0.7, -1.5], [0.9, -0.8, -0.3], [-0.1, 1.5, -0.4], [1.2, -3.0, 0.6], [-1.0, 1.2, -0.5], [-0.5, 1.3, 0.1], [-0.8, 0.1, 0.5], [0.4, -0.5, 0.1]]}

---

| no. | energy (eV) |
| --- | --- |
| 1 | -16024.2825 |
| 2 | -44401.0283 |
| 3 | -15117.1269 |
| 4 | -9281.5585 |